ORCA calculation (ωB97M-V with the def2-TZVPD basis set) on a structure of composition C4H5N at a distorted geometry.

Each line ends with the Mulliken charge.
Cartesian coordinates (Å):
C  0.98  0.46  -0.06  -0.37
C  -0.55  -0.14  -0.05  0.37
C  1.22  -0.98  -0.01  -0.01
C  -1.76  0.40  0.08  -0.73
N  -0.01  -1.40  -0.09  -0.60
H  1.36  1.06  0.77  0.27
H  1.14  0.92  -1.04  0.22
H  2.15  -1.53  0.18  0.34
H  -1.91  1.46  -0.05  0.25
H  -2.61  -0.24  0.27  0.27

* relative energy (zero: lowest compared OMol25 entry of this formula, charge and spin): 53.5 kcal per mole
* Kohn-Sham gap: 0.370 Ha
* multiplicity: 1
* total charge: 0